Here is a 2-piece molecular cluster, C6H19N2O overall from the OMol25 dataset. Energies are from ωB97M-V/def2-TZVPD.

Geometry as XYZ:
```
28
Properties=species:S:1:pos:R:3
N -0.143 -0.397 -2.005
C 0.439 -0.258 -0.628
C 0.496 1.211 -0.230
C 1.400 2.059 -1.125
C -0.388 -1.163 0.293
N 0.010 -1.254 1.688
C 1.432 -1.461 1.899
C -0.568 -0.278 2.595
H 0.408 0.135 -2.717
H -0.148 -1.408 -2.308
H -1.125 -0.062 -2.022
H 1.455 -0.649 -0.703
H 0.864 1.274 0.791
H -0.513 1.626 -0.204
H 0.914 2.327 -2.067
H 1.642 3.002 -0.640
H 2.352 1.560 -1.329
H -0.344 -2.172 -0.133
H -1.435 -0.865 0.249
H 1.584 -1.752 2.943
H 2.048 -0.577 1.680
H 1.760 -2.309 1.291
H -1.648 -0.245 2.450
H -0.181 0.748 2.488
H -0.384 -0.607 3.614
H -3.500 0.530 -1.180
H -3.481 0.624 -2.724
O -2.948 0.361 -1.963
```

Values from the calculation:
frontier orbital gap (alpha / beta): 3.51 / 9.04 eV
⟨S²⟩: 0.75
HOMO energy (alpha / beta): -2.98 / -8.69 eV
2S+1: 2
net charge: 0

***

Here is a 3-piece molecular cluster, C6H19N4 overall from the OMol25 dataset. Energies are from ωB97M-V/def2-TZVPD.

Geometry as XYZ:
```
29
Properties=species:S:1:pos:R:3
C 0.634 -1.376 -1.209
C 1.044 -1.547 1.227
C 2.639 1.021 -1.364
C 2.692 1.019 1.141
C 1.252 -0.699 -0.033
C 2.065 0.404 -0.146
N -0.648 1.403 0.073
N -2.887 1.085 0.151
N -1.687 0.715 0.122
N -4.686 -0.747 -0.056
H 1.491 -2.148 -1.460
H -0.292 -2.020 -1.089
H 0.552 -0.624 -1.962
H 0.189 -1.219 1.736
H 1.951 -1.479 2.029
H 0.996 -2.671 1.013
H 1.895 0.842 -2.113
H 2.836 1.986 -1.128
H 3.605 0.344 -1.669
H 3.671 0.630 1.289
H 2.277 0.832 2.120
H 2.622 2.024 1.140
H -0.675 2.470 0.129
H 0.156 0.606 -0.002
H -3.502 0.171 0.461
H -3.142 2.088 0.279
H -4.539 -0.952 -1.049
H -5.637 -0.485 0.055
H -4.872 -1.673 0.314
```

Values from the calculation:
frontier orbital gap: 9.01 eV
HOMO energy: -12.01 eV
energy above the lowest of the compared OMol25 structures with the same formula, charge and spin: 99.9 kcal per mole
net charge: +1

***

Here is a 3-piece molecular cluster, C6H19NO2 overall from the OMol25 dataset. Energies are from ωB97M-V/def2-TZVPD.

Geometry as XYZ:
```
28
Properties=species:S:1:pos:R:3
C 0.516 1.823 -1.054
N -0.948 1.900 -0.844
C -1.570 0.958 0.159
C -1.541 -0.435 -0.385
C -0.227 -1.274 -0.215
C 0.347 -1.701 -1.538
C -0.639 -2.552 0.620
H 1.072 0.855 -1.427
H 1.119 1.882 -0.119
H 0.755 2.490 -1.892
H -0.946 2.820 -0.410
H -2.597 1.391 0.405
H -0.935 1.057 1.054
H -2.383 -1.045 0.050
H -1.717 -0.387 -1.465
H 0.327 -0.655 0.485
H 0.646 -2.764 -1.601
H 1.378 -1.296 -1.604
H -0.192 -1.432 -2.420
H -1.328 -3.139 0.084
H -0.872 -2.386 1.644
H 0.304 -3.140 0.567
O 2.372 -0.083 1.203
H 2.724 0.323 2.014
H 2.184 -0.986 1.483
O 0.889 2.759 2.087
H 0.246 3.119 1.461
H 1.016 1.898 1.657
```

Values from the calculation:
frontier orbital gap: 9.60 eV
SMILES: CNCCC(C)C.O.O
HOMO energy: -9.08 eV
energy above the lowest of the compared OMol25 structures with the same formula, charge and spin: 50.6 kcal per mole
net charge: 0

***

Here is a 4-piece molecular cluster, C6H19NO3 overall from the OMol25 dataset. Energies are from ωB97M-V/def2-TZVPD.

Geometry as XYZ:
```
29
Properties=species:S:1:pos:R:3
C 1.084 -1.793 0.411
C -0.187 -1.357 -0.289
N -0.639 -0.045 0.362
C -2.143 -0.004 0.188
C -2.474 1.167 -0.710
C -1.184 1.511 -1.436
C -0.083 1.159 -0.363
H 1.082 -1.676 1.511
H 1.908 -1.114 0.077
H 1.479 -2.801 0.368
H 0.064 -1.383 -1.370
H -1.005 -2.121 -0.243
H -2.631 0.044 1.160
H -2.568 -0.891 -0.199
H -2.843 1.973 -0.140
H -3.277 0.928 -1.501
H -1.161 2.544 -1.766
H -1.028 0.916 -2.295
H -0.205 2.010 0.339
H 0.888 0.978 -0.716
O 3.829 0.305 1.259
H 3.113 0.750 1.708
H 3.998 0.626 0.375
O -1.098 -0.499 3.412
H -0.866 -1.303 3.846
H -1.356 -0.440 2.484
O 2.622 -0.149 -1.937
H 2.724 0.819 -1.905
H 1.957 -0.154 -2.632
```

Values from the calculation:
frontier orbital gap: 9.27 eV
SMILES: CCN1CCCC1.O.O.O
HOMO energy: -8.92 eV
energy above the lowest of the compared OMol25 structures with the same formula, charge and spin: 44.7 kcal per mole
net charge: 0

***

Here is one molecule with the formula C6H19NSi2 from the OMol25 dataset. Energies are from ωB97M-V/def2-TZVPD.

Geometry as XYZ:
```
28
Properties=species:S:1:pos:R:3
C 0.228 0.394 -4.762
C -0.047 0.103 -3.302
C 1.122 -0.042 -2.342
N 0.482 -0.173 -1.074
Si 1.201 0.309 0.372
Si -0.165 -0.115 2.113
C -1.785 1.092 2.372
C 0.705 0.132 3.829
C -1.174 -1.819 2.325
H 0.615 1.489 -4.640
H 0.919 -0.345 -5.088
H -0.589 0.316 -5.428
H -0.521 -0.810 -3.290
H -0.797 0.761 -3.028
H 1.915 -0.851 -2.759
H 1.555 0.961 -2.490
H -0.134 -0.939 -0.994
H 1.916 1.733 0.387
H 2.355 -0.585 0.658
H -2.545 0.917 1.628
H -2.134 0.928 3.304
H -1.477 2.225 2.488
H 1.486 -0.462 3.998
H 0.985 1.080 4.007
H 0.011 0.089 4.688
H -0.644 -2.754 2.315
H -1.645 -1.738 3.228
H -1.839 -1.895 1.483
```

Values from the calculation:
frontier orbital gap: 10.02 eV
SMILES: CCCN[SiH2][Si](C)(C)C
HOMO energy: -9.24 eV
energy above the lowest of the compared OMol25 structures with the same formula, charge and spin: 109.4 kcal per mole
net charge: 0

***

Here is a 5-piece molecular cluster, C6H19O6 overall from the OMol25 dataset. Energies are from ωB97M-V/def2-TZVPD.

Geometry as XYZ:
```
31
Properties=species:S:1:pos:R:3
O -0.073 1.561 -0.538
C 0.293 0.435 -0.146
O 1.362 -0.140 -0.524
C -0.633 -0.318 0.802
C -2.114 -0.182 0.526
C -2.515 -0.957 -0.736
C -2.941 -0.542 1.764
C -2.803 0.538 2.878
H -0.347 -0.061 1.822
H -0.319 -1.370 0.782
H -2.308 0.880 0.342
H -2.386 -2.027 -0.572
H -3.568 -0.749 -0.927
H -1.896 -0.612 -1.556
H -2.652 -1.520 2.142
H -3.995 -0.472 1.504
H -2.462 1.499 2.484
H -2.208 0.215 3.720
H -3.808 0.811 3.209
H 1.445 3.365 -2.414
H 1.014 2.809 -1.112
O 1.419 3.633 -1.485
H 3.346 -2.167 0.257
H 2.055 -1.514 0.337
O 2.424 -2.437 0.404
H 0.362 -2.020 -1.773
H 1.130 -2.865 -0.832
O 0.523 -2.958 -1.592
H 3.243 2.286 -0.910
H 2.714 0.926 -0.496
O 3.556 1.442 -0.560
```

Values from the calculation:
frontier orbital gap: 9.48 eV
HOMO energy: -6.11 eV
energy above the lowest of the compared OMol25 structures with the same formula, charge and spin: 0.0 kcal per mole
net charge: -1

***

Here is one molecule with the formula C6H2 from the OMol25 dataset. Energies are from ωB97M-V/def2-TZVPD.

Geometry as XYZ:
```
8
Properties=species:S:1:pos:R:3
C 2.305 -0.478 -2.080
C 1.424 -0.086 -1.352
C 0.416 0.128 -0.519
C -0.437 0.244 0.394
C -1.425 0.203 1.294
C -2.277 0.189 2.193
H 3.111 -0.518 -2.815
H -3.117 0.318 2.884
```

Values from the calculation:
frontier orbital gap: 8.85 eV
SMILES: C#CC#CC#C
HOMO energy: -9.06 eV
energy above the lowest of the compared OMol25 structures with the same formula, charge and spin: 8.4 kcal per mole
net charge: 0

***

Here is one molecule with the formula C6H2 from the OMol25 dataset. Energies are from ωB97M-V/def2-TZVPD.

Geometry as XYZ:
```
8
Properties=species:S:1:pos:R:3
C 3.421 -0.531 -0.022
C 3.006 0.641 0.022
C 1.454 -1.635 -0.079
C 1.758 1.124 0.036
C 0.412 -0.799 0.070
C 0.481 0.686 -0.038
H -0.597 -1.418 0.205
H -0.350 1.403 0.114
```

Values from the calculation:
frontier orbital gap: 7.05 eV
HOMO energy: -9.48 eV
energy above the lowest of the compared OMol25 structures with the same formula, charge and spin: 128.8 kcal per mole
net charge: 0

***

Here is a 4-piece molecular cluster, C6H20BrNO3 overall from the OMol25 dataset. Energies are from ωB97M-V/def2-TZVPD.

Geometry as XYZ:
```
31
Properties=species:S:1:pos:R:3
O 23.970 -28.295 -2.452
H 23.298 -28.816 -2.007
H 24.854 -28.555 -2.180
H 23.794 -27.403 -2.144
Br 20.527 -30.522 0.063
C 14.971 -27.967 -2.174
C 15.848 -27.009 -1.393
O 15.993 -27.598 -0.169
H 14.988 -27.586 -3.195
H 13.912 -27.868 -1.932
H 15.310 -29.003 -2.183
H 15.279 -26.082 -1.328
H 16.824 -26.838 -1.847
H 16.585 -28.330 -0.356
C 18.453 -27.165 6.431
C 18.850 -26.130 5.437
C 19.099 -24.814 6.081
O 19.836 -23.850 5.290
C 20.248 -22.701 5.988
N 20.106 -26.552 4.834
H 19.279 -27.536 7.037
H 18.126 -28.076 5.930
H 17.592 -26.810 6.997
H 18.006 -26.075 4.748
H 19.771 -24.892 6.935
H 18.154 -24.334 6.338
H 19.533 -22.290 6.701
H 20.422 -21.892 5.278
H 21.175 -22.789 6.555
H 20.505 -25.695 4.478
H 19.760 -27.001 3.999
```

Values from the calculation:
frontier orbital gap: 4.53 eV
HOMO energy: -6.93 eV
net charge: 0

***

Here is C6H20CoInO5 as an isolated structure from the OMol25 dataset. Energies are from ωB97M-V/def2-TZVPD.

Geometry as XYZ:
```
33
Properties=species:S:1:pos:R:3
Co 22.133 -1.755 0.182
In 24.973 0.766 -0.596
O 22.596 -0.618 -1.404
H 22.407 -1.009 -2.278
O 23.936 -1.588 0.934
H 24.814 -1.648 1.358
C 19.131 1.647 -4.668
C 19.769 0.680 -3.597
O 20.933 1.252 -3.069
H 18.094 1.336 -4.791
H 19.565 1.642 -5.668
H 19.092 2.661 -4.269
H 19.751 -0.361 -3.921
H 19.018 0.630 -2.809
H 21.448 0.695 -2.481
C 24.794 -3.248 -3.000
C 25.939 -2.286 -3.111
O 26.098 -1.702 -1.875
H 24.808 -3.951 -2.167
H 24.537 -3.776 -3.918
H 23.903 -2.624 -2.929
H 25.726 -1.480 -3.813
H 26.808 -2.905 -3.335
H 26.697 -2.333 -1.469
C 22.752 -1.528 -6.448
C 23.773 -0.661 -5.671
O 24.947 -0.653 -6.415
H 22.913 -1.251 -7.490
H 21.730 -1.505 -6.071
H 23.090 -2.557 -6.324
H 23.880 -1.068 -4.666
H 23.629 0.419 -5.630
H 25.131 -1.582 -6.575
```

Values from the calculation:
frontier orbital gap (alpha / beta): 7.12 / 2.89 eV
⟨S²⟩: 6.01
HOMO energy (alpha / beta): -15.32 / -15.32 eV
2S+1: 5
net charge: +2

***

Here is C6H20FNbO3PS as an isolated structure from the OMol25 dataset. Energies are from ωB97M-V/def2-TZVPD.

Geometry as XYZ:
```
33
Properties=species:S:1:pos:R:3
C -1.023 -3.513 1.512
C -0.211 -2.463 0.772
P -1.136 -0.998 0.092
C -2.900 -1.516 -0.093
C -3.908 -0.395 0.107
Nb -0.562 1.104 1.356
F -0.026 2.716 2.267
C 1.653 0.419 1.122
S 2.248 -0.018 -0.419
O 3.606 -0.475 -0.325
O 1.982 0.994 -1.390
H -1.361 -3.141 2.473
H -0.400 -4.384 1.703
H -1.871 -3.861 0.935
H 0.554 -2.093 1.444
H 0.315 -2.957 -0.044
H -3.019 -1.908 -1.102
H -3.125 -2.342 0.569
H -4.130 -0.260 1.159
H -3.540 0.554 -0.264
H -4.835 -0.639 -0.407
H -0.848 2.070 -0.199
H -2.298 1.321 1.814
H -0.620 0.151 2.946
H 2.290 1.244 1.431
H 1.875 -0.433 1.760
H 1.523 -1.095 -0.768
C 3.181 3.866 -3.341
O 4.130 3.248 -2.490
H 3.734 4.502 -4.031
H 2.614 3.129 -3.917
H 2.474 4.487 -2.783
H 3.633 2.683 -1.887
```

Values from the calculation:
frontier orbital gap: 6.68 eV
HOMO energy: -4.25 eV
net charge: -1

***

Here is C6H20GaN3O7PS as an isolated structure from the OMol25 dataset. Energies are from ωB97M-V/def2-TZVPD.

Geometry as XYZ:
```
39
Properties=species:S:1:pos:R:3
C -2.203 -0.281 0.180
C -1.371 -1.701 0.473
O -2.233 -2.779 -0.116
C 0.027 -1.728 -0.395
Ga 1.754 -1.564 0.731
P 3.600 -1.694 -0.766
S 4.285 0.102 -1.253
H -1.708 0.595 0.780
H -3.361 -0.388 0.374
H -2.047 -0.063 -0.961
H -1.230 -1.909 1.624
H -2.168 -2.616 -1.110
H 0.040 -2.711 -1.070
H -0.010 -0.816 -1.152
H 1.849 -0.110 1.447
H 1.974 -2.783 1.766
H 3.257 -2.329 -2.019
H 4.725 -2.344 -0.083
C 0.752 2.839 -0.175
N -0.132 2.024 -1.051
O -1.350 2.215 -0.962
O 0.423 1.214 -1.804
H 0.133 3.505 0.430
H 1.313 2.151 0.460
H 1.418 3.414 -0.822
C -2.186 -3.370 5.228
N -1.584 -2.056 4.873
O -0.372 -2.036 4.629
O -2.345 -1.082 4.850
H -1.405 -4.133 5.209
H -2.612 -3.278 6.229
H -2.958 -3.589 4.487
C 0.908 3.254 -4.324
N 0.703 4.726 -4.250
O 0.531 5.328 -5.316
O 0.722 5.235 -3.124
H 0.867 2.944 -5.371
H 1.888 3.035 -3.895
H 0.108 2.781 -3.750
```

Values from the calculation:
frontier orbital gap: 6.09 eV
HOMO energy: -4.06 eV
net charge: -1